# 1
The following is a quantum chemistry calculation of 2 unconnected molecules or ions with the total composition C5H14 in a non-equilibrium geometry, from the Open Molecules 2025 dataset.

Element x y z (Å)
C (-0.33181, 0.80103, -1.27503)
C (1.37586, -0.62650, 2.49939)
C (-0.07217, 0.50074, -2.73963)
C (-1.70377, 1.37445, -0.89718)
C (0.66708, -1.97290, 2.28836)
H (0.47969, 1.32920, -3.20614)
H (0.39500, 1.50735, -0.88944)
H (-1.83994, 2.38514, -1.28610)
H (0.78955, -2.39889, 1.28226)
H (-0.42235, -1.83062, 2.24540)
H (-0.96343, 0.43261, -3.33081)
H (-1.81114, 1.33675, 0.18595)
H (1.89751, -0.25725, 1.61262)
H (-2.48663, 0.75311, -1.30863)
H (0.56047, -0.36720, -2.93038)
H (2.18573, -0.87404, 3.19334)
H (0.69436, 0.15475, 2.81651)
H (-0.27331, -0.10931, -0.68840)
H (0.86879, -2.74460, 3.02810)

Output
Maximum force = 2.0 eV/A
2S+1 = 1
Energy = -198.8718 a.u.
Highest occupied orbital energy = -11.349 eV
Energy relative to the best compared isomer or geometry (same formula, charge and spin) = 45.64 kJ/mol
HOMO-LUMO gap = 12.41 eV
Structure (SMILES) = CCC.CC

List of natural (NBO) charges in e, atom by atom: -0.398, -0.621, -0.616, -0.595, -0.620, 0.203, 0.196, 0.199, 0.206, 0.202, 0.204, 0.207, 0.207, 0.197, 0.212, 0.209, 0.209, 0.192, 0.207

=====

# 2
The following is a quantum chemistry calculation of 6 unconnected molecules or ions with the total composition CH14O6 in a non-equilibrium geometry, from the Open Molecules 2025 dataset.

Element x y z (Å)
O (-0.93315, -0.63580, 4.46298)
O (5.02111, 0.02657, -1.03931)
O (-0.22103, 1.19873, -1.07868)
O (-3.04487, -0.94062, 0.41297)
O (-1.61136, -2.00629, -2.04257)
O (-2.50144, 3.67344, -0.14270)
C (4.11463, -1.24159, -0.78759)
H (-1.49204, -0.18667, 5.15824)
H (-1.10597, -2.52023, -1.31065)
H (-1.21975, -1.60496, 4.46759)
H (3.18466, -1.25084, -1.30209)
H (4.54518, -2.19835, -1.02808)
H (5.04066, 0.04519, -2.01653)
H (-1.55312, 3.89965, -0.12555)
H (0.53229, 1.35894, -0.44740)
H (-3.95183, -0.58692, 0.33273)
H (-2.57857, 2.88359, 0.40477)
H (3.88911, -1.25722, 0.28350)
H (-2.54091, -0.40755, -0.15542)
H (-1.02004, -1.51810, -2.75439)
H (-0.09156, 0.26490, -1.36278)

Output
Maximum force = 4.0 eV/A
2S+1 = 1
Energy = -497.8538 a.u.
Highest occupied orbital energy = -10.960 eV
Energy relative to the best compared isomer or geometry (same formula, charge and spin) = 228.52 kJ/mol
HOMO-LUMO gap = 10.96 eV
Structure (SMILES) = CO.O.O.O.O.O

List of natural (NBO) charges in e, atom by atom: -0.947, -0.722, -0.944, -0.941, -0.974, -0.940, -0.272, 0.473, 0.494, 0.474, 0.166, 0.177, 0.460, 0.469, 0.475, 0.467, 0.470, 0.191, 0.473, 0.481, 0.468

=====

# 3
The following is a quantum chemistry calculation of 2 unconnected molecules or ions with the total composition C2H7N2O in a non-equilibrium geometry, from the Open Molecules 2025 dataset.

Element x y z (Å)
O (-1.03048, 0.80933, -1.05919)
N (-0.13047, -1.41528, 0.58370)
N (1.23619, 1.30471, -0.87614)
C (0.08587, 0.79394, -0.51992)
C (0.13713, 0.00030, 0.85670)
H (-2.87300, -1.17771, -0.95461)
H (-0.43022, -1.95556, 1.41850)
H (-0.58762, 0.33258, 1.63354)
H (1.14707, 0.03704, 1.26755)
H (1.31459, 1.96010, -1.65723)
H (2.09673, 0.81359, -0.65783)
H (-0.96578, -1.50303, -0.03508)

Output
Maximum force = 4.1 eV/A
2S+1 = 2
Net charge = +2
Energy = -264.1626 a.u.
Highest occupied orbital energy (spin up / spin down) = -22.492 / -20.381 eV
Energy relative to the best compared isomer or geometry (same formula, charge and spin) = 616.71 kJ/mol
HOMO-LUMO gap (spin up / spin down) = 12.88 / 5.84 eV

List of natural (NBO) charges in e, atom by atom: -0.095, -0.208, -0.669, 0.623, -0.338, 0.211, 0.455, 0.357, 0.312, 0.480, 0.465, 0.407